The following is a DFT calculation (ωB97M-V/def2-TZVPD) of C18H23N2O3OsSSbSe4 as an isolated structure at a distorted geometry.

Summary:
Energy relative to the best compared isomer or geometry (same formula, charge and spin) ... 0.000 eV
Gap between HOMO and LUMO (alpha / beta) ... 7.2 / 5.6 eV
E_tot ... -11369.83633 Ha

```
! RIJCOSX wB97M-V def2-TZVPD def2/J DEFGRID3
* xyz 0 5
Os -0.009 1.036 1.333
Se 3.526 4.710 0.432
Sb 1.229 4.319 0.865
Se 0.964 2.551 2.821
Se 0.412 2.283 -0.589
Se -0.509 5.882 1.037
C -3.476 1.710 0.805
C -2.922 2.047 2.167
O -1.901 1.124 2.620
C -2.434 -0.085 3.192
C -1.340 -0.847 3.886
H -4.226 2.460 0.547
H -3.950 0.729 0.777
H -2.697 1.729 0.044
H -3.699 2.041 2.935
H -2.445 3.028 2.178
H -2.893 -0.674 2.400
H -3.213 0.216 3.897
H -0.543 -1.132 3.195
H -1.747 -1.774 4.290
H -0.900 -0.266 4.697
N 3.642 0.926 0.915
C 2.822 -0.036 0.515
S 1.764 -0.791 1.663
N 2.798 -0.449 -0.751
C 3.542 0.102 -1.827
C 4.889 0.408 -1.708
C 5.568 0.950 -2.792
C 4.914 1.163 -3.995
C 3.572 0.821 -4.112
C 2.881 0.292 -3.035
H 3.512 1.247 1.865
H 4.069 1.582 0.264
H 1.937 -0.972 -0.976
H 5.427 0.195 -0.794
H 6.617 1.193 -2.691
H 5.446 1.585 -4.837
H 3.056 0.974 -5.050
H 1.832 0.031 -3.113
O 0.042 -1.056 -1.314
C -0.890 -1.221 -0.559
O -1.138 -0.491 0.511
C -1.939 -2.273 -0.791
C -2.713 -2.763 0.255
C -3.664 -3.746 0.022
C -3.856 -4.230 -1.265
C -3.086 -3.742 -2.313
C -2.122 -2.773 -2.074
H -2.555 -2.376 1.250
H -4.254 -4.132 0.843
H -4.603 -4.991 -1.448
H -3.236 -4.122 -3.314
H -1.501 -2.394 -2.874
*
```

The following is a DFT calculation (ωB97M-V/def2-TZVPD) of one molecule with the formula C5H9NO3S at a distorted geometry.

Summary:
Energy relative to the best compared isomer or geometry (same formula, charge and spin) ... 4.774 eV
Gap between HOMO and LUMO (alpha / beta) ... 6.1 / 8.6 eV
E_tot ... -874.43219 Ha

```
! RIJCOSX wB97M-V def2-TZVPD def2/J DEFGRID3
* xyz 0 1
C -2.700 -0.565 -0.764
C -0.247 -0.497 0.114
C 0.826 0.311 0.798
C -1.577 0.153 -0.327
C 3.418 -0.773 0.419
N -1.632 1.484 -0.169
O -3.675 0.165 -1.301
O -2.817 -1.782 -0.632
O 2.935 1.864 0.334
S 2.310 0.656 -0.145
H 0.035 -1.034 -0.744
H -0.461 -1.365 0.834
H 0.289 1.045 1.482
H 4.236 -0.450 1.115
H 3.847 -1.119 -0.455
H 2.808 -1.633 0.850
H -2.521 1.944 -0.336
H -4.426 -0.387 -1.017
H -0.646 1.982 -0.057
*
```

The following is a DFT calculation (ωB97M-V/def2-TZVPD) of a 2-piece molecular cluster, C16H13F4NO2 overall at a distorted geometry.

Summary:
Energy relative to the best compared isomer or geometry (same formula, charge and spin) ... 0.000 eV
Gap between HOMO and LUMO ... 4.8 eV
SMILES ... O=C1C(F)=C(F)C(=O)C(F)=C1F.c1ccc([C@H]2CCCN2)cc1
E_tot ... -1222.09849 Ha

```
! RIJCOSX wB97M-V def2-TZVPD def2/J DEFGRID3
* xyz 0 1
O -0.113 -6.289 1.362
C -0.055 -5.055 1.260
C -1.243 -4.205 1.228
F -2.427 -4.812 1.429
C -1.171 -2.870 1.045
F -2.284 -2.100 1.076
C 0.084 -2.163 0.900
O 0.128 -0.917 0.849
C 1.269 -2.989 1.013
F 2.456 -2.337 1.008
C 1.210 -4.325 1.204
F 2.334 -5.045 1.394
C -1.520 3.054 2.367
C -2.381 2.220 1.640
C -1.911 1.578 0.493
C -0.589 1.755 0.086
C -0.104 1.109 -1.207
C 0.021 2.087 -2.396
C 1.311 1.674 -3.130
C 2.005 0.615 -2.240
N 1.170 0.486 -1.090
C 0.269 2.594 0.799
C -0.192 3.235 1.957
H -1.888 3.567 3.255
H -3.414 2.067 1.955
H -2.554 0.919 -0.103
H -0.863 0.354 -1.482
H -0.858 1.974 -3.034
H 0.065 3.126 -2.050
H 1.055 1.225 -4.096
H 1.964 2.536 -3.292
H 2.093 -0.337 -2.799
H 3.026 0.929 -1.960
H 1.318 -0.255 -0.410
H 1.300 2.723 0.447
H 0.489 3.871 2.523
*
```

The following is a DFT calculation (ωB97M-V/def2-TZVPD) of an isolated ion of composition CH2NO3S and charge -1 at a distorted geometry.

Summary:
Energy relative to the best compared isomer or geometry (same formula, charge and spin) ... 1.092 eV
Gap between HOMO and LUMO ... 7.6 eV
SMILES ... NC([O-])=S(=O)=O
E_tot ... -718.00128 Ha

```
! RIJCOSX wB97M-V def2-TZVPD def2/J DEFGRID3
* xyz -1 1
N -0.057 -1.297 0.483
C -0.768 0.122 0.172
O -1.909 0.196 -0.062
S 0.453 1.494 0.089
O 1.670 0.694 0.402
O 0.226 1.788 -1.335
H -0.602 -1.952 -0.130
H 0.988 -1.046 0.382
*
```

The following is a DFT calculation (ωB97M-V/def2-TZVPD) of one molecule with the formula C6H7N at a distorted geometry.

Summary:
Energy relative to the best compared isomer or geometry (same formula, charge and spin) ... 3.829 eV
Gap between HOMO and LUMO ... 10.1 eV
SMILES ... C[C@@H]1CC=C1C#N
E_tot ... -287.44654 Ha

```
! RIJCOSX wB97M-V def2-TZVPD def2/J DEFGRID3
* xyz 0 1
C 0.687 1.478 -0.219
C 0.474 0.159 0.578
C 0.904 -1.163 0.019
C -0.496 -1.604 -0.229
C -1.208 -0.518 0.082
C -2.332 0.201 0.075
N -3.183 0.953 -0.033
H -0.184 2.084 0.025
H 1.025 1.409 -1.289
H 1.640 2.106 0.323
H 0.633 0.165 1.623
H 1.442 -1.670 0.790
H 1.466 -1.136 -0.887
H -0.869 -2.464 -0.856
*
```

The following is a DFT calculation (ωB97M-V/def2-TZVPD) of a 3-piece molecular cluster, C24H30BF3N2O14P overall at a distorted geometry.

Summary:
Gap between HOMO and LUMO ... 3.4 eV
E_tot ... -2761.06385 Ha

```
! RIJCOSX wB97M-V def2-TZVPD def2/J DEFGRID3
* xyz -1 1
C 0.976 -2.111 3.672
C 0.330 -0.613 3.318
O 1.010 0.536 3.432
O -1.071 -0.504 2.790
C -0.906 -0.776 1.348
C -2.207 -0.417 0.422
C -2.556 1.176 0.283
C -1.262 2.180 0.246
C -0.734 2.292 -1.311
C 0.855 2.663 -1.470
C 1.366 4.205 -1.201
F 2.821 4.384 -1.556
F 1.284 4.542 0.266
F 0.619 5.203 -2.047
O 1.828 1.644 -0.953
B 2.467 0.789 -1.983
C 4.117 0.928 -2.045
C 4.887 -0.511 -1.734
N 5.339 -0.864 -0.457
P 2.164 -1.136 -1.888
O 2.336 -1.645 -3.573
O 0.457 -1.416 -1.499
O 1.754 1.100 -3.266
C 1.122 2.447 -3.100
N -0.051 2.577 -4.048
H 0.277 -2.759 4.361
H 2.035 -1.972 4.170
H 1.175 -2.618 2.622
H -0.742 -1.954 1.253
H 0.104 -0.283 1.003
H -2.008 -0.871 -0.647
H -3.153 -0.937 0.917
H -3.138 1.300 -0.751
H -3.314 1.480 1.122
H -1.675 3.264 0.529
H -0.423 1.949 1.028
H -1.464 3.051 -1.868
H -0.906 1.227 -1.809
H 4.462 1.311 -3.100
H 4.539 1.699 -1.244
H 5.070 -1.276 -2.618
H 5.059 -0.027 0.130
H 1.445 -1.947 -3.934
H -0.056 -0.765 -2.081
H 1.929 3.140 -3.619
H -0.660 1.724 -4.057
H 0.364 2.674 -5.002
C -4.256 0.532 -7.187
C -3.531 0.591 -6.069
C -2.835 -0.611 -5.533
O -2.161 -0.522 -4.513
C -2.993 -1.880 -6.261
C -3.720 -1.940 -7.378
C -4.394 -0.731 -7.928
O -5.040 -0.814 -8.967
O -3.875 -3.130 -8.066
O -3.400 1.775 -5.365
H -4.765 1.399 -7.589
H -2.496 -2.750 -5.852
H -4.442 -2.913 -8.838
H -2.828 1.559 -4.597
C 0.875 -0.363 9.146
C 1.708 -0.699 8.160
C 1.944 -2.124 7.798
O 2.701 -2.401 6.875
C 1.251 -3.158 8.582
C 0.420 -2.822 9.571
C 0.163 -1.396 9.914
O -0.620 -1.118 10.816
O -0.233 -3.788 10.314
O 2.383 0.267 7.436
H 0.692 0.669 9.418
H 1.445 -4.190 8.321
H -0.776 -3.294 10.966
H 2.921 -0.228 6.780
*
```

The following is a DFT calculation (ωB97M-V/def2-TZVPD) of a 2-piece molecular cluster, C4H11PS3 overall at a distorted geometry.

Summary:
Energy relative to the best compared isomer or geometry (same formula, charge and spin) ... 2.040 eV
Gap between HOMO and LUMO (alpha / beta) ... 6.3 / 6.3 eV
E_tot ... -1694.84053 Ha

```
! RIJCOSX wB97M-V def2-TZVPD def2/J DEFGRID3
* xyz 0 1
C -1.580 -0.347 -0.268
C -0.202 -0.291 1.646
C 0.179 1.510 -0.116
C -0.373 0.243 0.285
P 1.700 -1.123 -1.066
S 2.514 -2.862 -1.277
S 1.357 -0.476 -3.035
S 3.255 0.283 -0.570
H -2.427 0.345 0.211
H -1.439 -0.327 -1.373
H -1.754 -1.323 0.116
H -1.165 -0.770 1.988
H 0.218 0.405 2.438
H 0.479 -1.144 1.583
H 1.140 1.801 0.437
H 0.250 1.833 -1.188
H -0.496 2.159 0.267
H 1.626 -1.627 -3.458
H 3.938 -0.568 0.049
*
```

The following is a DFT calculation (ωB97M-V/def2-TZVPD) of C31H57ClO3P2PbSSi2 as an isolated structure at a distorted geometry.

Summary:
Gap between HOMO and LUMO ... 6.2 eV
E_tot ... -3754.13132 Ha

```
! RIJCOSX wB97M-V def2-TZVPD def2/J DEFGRID3
* xyz 0 1
Pb 0.129 0.087 0.408
C 2.178 -0.101 -1.314
C 1.513 -1.318 -1.704
C 0.444 -0.936 -2.573
Si 2.087 -3.001 -1.153
C 0.442 0.475 -2.709
C 1.512 1.019 -1.931
Si 2.067 2.780 -1.688
H 3.063 -0.035 -0.673
H -0.213 -1.638 -3.090
H -0.222 1.062 -3.347
Cl -2.489 0.101 1.289
C 3.919 2.787 -1.523
C 1.501 3.766 -3.160
C 3.936 -2.959 -0.966
C 1.536 -4.242 -2.425
H 2.114 3.464 -4.021
H 1.679 4.831 -2.958
H 0.445 3.618 -3.413
H 4.222 2.395 -0.542
H 4.278 3.819 -1.632
H 4.369 2.171 -2.314
H 2.131 -4.080 -3.335
H 0.473 -4.169 -2.686
H 1.746 -5.250 -2.043
H 4.393 -2.467 -1.836
H 4.307 -3.991 -0.909
H 4.221 -2.417 -0.053
C 1.311 3.474 -0.090
C 1.325 -3.394 0.539
P -0.377 2.945 0.329
H 1.340 4.570 -0.185
H 1.977 3.173 0.737
P -0.374 -2.815 0.845
H 1.983 -2.933 1.297
H 1.373 -4.488 0.650
C -0.840 -3.438 2.548
C -1.414 -3.816 -0.351
C -1.427 3.712 -1.018
C -0.856 3.833 1.904
C -0.814 2.890 3.115
H -1.908 4.134 1.746
C 0.002 5.063 2.177
H 1.054 4.787 2.325
H -0.360 5.521 3.105
H -0.056 5.816 1.386
H -1.517 2.057 2.996
H -1.099 3.461 4.010
H 0.195 2.487 3.282
H -0.937 3.390 -1.949
C -1.425 5.239 -0.963
C -2.848 3.136 -1.000
H -0.432 5.676 -1.123
H -1.821 5.614 -0.011
H -2.076 5.617 -1.761
H -2.860 2.071 -1.266
H -3.459 3.679 -1.734
H -3.323 3.244 -0.015
H -0.926 -3.646 -1.323
C -2.840 -3.255 -0.429
C -1.399 -5.313 -0.053
H -0.400 -5.760 -0.132
H -2.037 -5.821 -0.787
H -1.801 -5.538 0.942
H -2.855 -2.254 -0.879
H -3.314 -3.186 0.559
H -3.452 -3.919 -1.054
C -0.788 -2.311 3.588
C 0.010 -4.612 3.023
H -1.895 -3.755 2.452
H 1.067 -4.330 3.107
H -0.071 -5.494 2.379
H -0.343 -4.893 4.022
H 0.209 -1.851 3.635
H -1.013 -2.746 4.572
H -1.523 -1.528 3.369
C -4.470 0.092 0.663
H -5.012 0.050 1.602
H -4.504 -0.796 0.023
H -4.531 1.018 0.088
C 2.291 1.529 8.148
C 2.588 1.211 6.709
C 2.651 -0.137 6.332
C 2.874 -0.483 5.001
C 2.984 0.549 4.065
C 2.994 1.896 4.427
C 2.783 2.231 5.765
S 2.853 0.169 2.329
O 3.532 -1.066 1.959
O 1.353 -0.055 2.358
O 3.185 1.356 1.548
H 1.318 1.107 8.434
H 3.043 1.082 8.811
H 2.266 2.610 8.311
H 2.535 -0.897 7.116
H 3.033 -1.516 4.702
H 3.223 2.648 3.678
H 2.776 3.279 6.095
*
```

The following is a DFT calculation (ωB97M-V/def2-TZVPD) of C17H23F9NOPTi as an isolated structure at a distorted geometry.

Summary:
Energy relative to the best compared isomer or geometry (same formula, charge and spin) ... 0.000 eV
Gap between HOMO and LUMO (alpha / beta) ... 6.9 / 8.5 eV
E_tot ... -2881.16352 Ha

```
! RIJCOSX wB97M-V def2-TZVPD def2/J DEFGRID3
* xyz 0 3
C -2.796 0.180 -3.854
C -2.557 -1.001 -3.159
C -1.773 -1.017 -1.991
C -1.214 0.179 -1.527
C -1.499 1.370 -2.210
C -2.312 1.383 -3.348
C -1.637 -2.313 -1.237
C -0.257 -3.000 -1.129
N 0.923 -2.125 -1.174
Ti 0.213 0.224 0.151
C -0.867 2.657 -1.771
P 0.757 2.251 -1.024
H -2.957 -1.944 -3.537
H -2.500 2.333 -3.847
H -3.376 0.183 -4.775
H -1.450 3.188 -1.001
H -0.682 3.336 -2.612
H -2.023 -2.173 -0.210
H -2.302 -3.048 -1.715
H -0.229 -3.528 -0.162
C 1.293 3.786 -0.257
C 1.810 2.093 -2.495
H -0.151 -3.755 -1.934
C 1.382 -1.776 -2.521
C 2.020 -2.598 -0.322
H 1.387 1.414 1.077
H 1.807 -2.659 -3.035
H 0.552 -1.384 -3.120
H 2.161 -1.004 -2.460
H 2.504 -3.495 -0.750
H 2.774 -1.806 -0.206
H 1.628 -2.853 0.673
H 1.913 3.086 -2.957
H 2.797 1.711 -2.207
H 1.375 1.402 -3.228
H 1.272 4.593 -1.002
H 0.626 4.023 0.575
H 2.307 3.645 0.127
H 1.839 0.828 0.895
F 1.015 -2.219 3.146
C 1.097 -0.919 3.543
F 1.413 -0.889 4.856
F 2.144 -0.384 2.845
C -0.215 -0.169 3.193
O -0.327 -0.135 1.802
C -1.480 -0.903 3.698
F -1.532 -0.993 5.054
F -2.583 -0.246 3.260
F -1.536 -2.156 3.180
C -0.202 1.298 3.704
F -0.467 1.434 5.023
F 1.014 1.864 3.456
F -1.119 2.023 3.004
*
```

The following is a DFT calculation (ωB97M-V/def2-TZVPD) of C15H34NO8S2 as an isolated structure at a distorted geometry.

Summary:
Gap between HOMO and LUMO ... 8.2 eV
E_tot ... -2044.86441 Ha

```
! RIJCOSX wB97M-V def2-TZVPD def2/J DEFGRID3
* xyz -1 1
C 4.265 2.893 0.097
C 3.311 2.181 -0.516
S 3.733 0.931 -1.701
O 3.445 1.645 -2.928
O 5.121 0.611 -1.485
N 2.733 -0.307 -1.651
S 2.535 -1.121 -0.295
O 2.167 -2.477 -0.656
O 3.611 -1.012 0.668
C 1.021 -0.486 0.494
C 1.307 0.418 1.699
C 0.102 0.147 -0.549
C -1.203 0.744 0.051
C -1.119 2.287 0.154
H 4.208 3.979 0.055
H 5.068 2.440 0.665
H 2.256 2.367 -0.339
H 0.509 -1.367 0.884
H 2.156 0.029 2.253
H 1.435 1.467 1.436
H 0.414 0.368 2.328
H -0.191 -0.647 -1.237
H 0.595 0.954 -1.087
H -1.997 0.533 -0.666
H -1.424 0.305 1.023
H -0.088 2.636 0.093
H -1.649 2.733 -0.688
H -1.561 2.630 1.091
C -3.949 0.382 -5.333
O -3.440 1.603 -5.831
C -3.769 2.723 -5.026
C -2.608 3.154 -4.157
O -2.306 2.186 -3.173
C -1.160 1.397 -3.480
H -3.502 -0.421 -5.917
H -3.694 0.238 -4.281
H -5.039 0.338 -5.450
H -4.641 2.505 -4.401
H -4.033 3.542 -5.703
H -2.886 4.077 -3.636
H -1.731 3.366 -4.777
H -0.250 1.996 -3.380
H -1.220 0.985 -4.490
H -1.117 0.588 -2.760
C 0.842 -1.432 4.626
O 0.489 -2.279 3.549
C 1.238 -3.483 3.490
C 0.440 -4.657 4.006
O 0.180 -4.557 5.401
C -1.133 -4.128 5.695
H 0.107 -0.629 4.658
H 0.836 -1.965 5.582
H 1.833 -1.003 4.449
H 2.173 -3.384 4.048
H 1.491 -3.656 2.439
H 1.016 -5.573 3.848
H -0.498 -4.745 3.447
H -1.861 -4.915 5.465
H -1.395 -3.223 5.140
H -1.176 -3.913 6.762
*
```

The following is a DFT calculation (ωB97M-V/def2-TZVPD) of an isolated ion of composition C4H10NO2S and charge +1 at a distorted geometry.

Summary:
Energy relative to the best compared isomer or geometry (same formula, charge and spin) ... 2.786 eV
Gap between HOMO and LUMO (alpha / beta) ... 8.1 / 8.2 eV
E_tot ... -761.49106 Ha

```
! RIJCOSX wB97M-V def2-TZVPD def2/J DEFGRID3
* xyz 1 1
C 1.405 -0.513 0.443
C -0.235 1.372 0.700
C 0.546 -1.172 -0.576
C -1.157 0.598 -0.186
N 1.196 0.975 0.412
O -0.149 -2.264 -0.176
O -1.389 1.178 -1.392
S -2.410 -0.346 0.622
H 1.131 -0.886 1.432
H 2.471 -0.685 0.265
H -0.317 2.445 0.512
H -0.443 1.149 1.746
H 0.797 -1.070 -1.621
H 1.832 1.437 1.073
H 1.420 1.311 -0.534
H -0.329 -2.872 -0.903
H -2.199 0.847 -1.799
H -2.168 -1.505 -0.017
*
```

The following is a DFT calculation (ωB97M-V/def2-TZVPD) of one molecule with the formula C7H14N2 at a distorted geometry.

Summary:
Energy relative to the best compared isomer or geometry (same formula, charge and spin) ... 8.404 eV
Gap between HOMO and LUMO ... 8.7 eV
SMILES ... CC/C=N\N=C/CCC
E_tot ... -384.32306 Ha

```
! RIJCOSX wB97M-V def2-TZVPD def2/J DEFGRID3
* xyz 0 1
C 1.430 -1.847 2.864
C 0.743 -1.062 1.736
C -0.801 -1.249 1.305
N -1.560 -0.224 0.891
N -1.250 1.024 0.866
C -0.786 1.747 -0.132
C -1.512 1.609 -1.476
C -0.407 1.007 -2.587
C 0.713 0.191 -1.947
H 1.237 -1.815 4.082
H 2.598 -1.375 2.692
H 1.070 -3.056 2.732
H 0.832 -0.012 2.302
H 1.182 -1.132 0.761
H -1.029 -2.327 1.075
H -0.301 2.831 0.137
H -2.249 2.352 -1.738
H -2.132 0.785 -1.349
H -1.083 0.309 -3.434
H 0.023 1.821 -3.467
H 1.669 0.477 -2.665
H 1.190 0.889 -1.048
H 0.424 -0.944 -1.602
*
```

Question: The highest E_tot belongs to which entry?
Answer: C6H7N